[1]
17
Properties=species:S:1:pos:R:3:forces:R:3:mulliken_charge:R:1 method="wB97M-V/def2-TZVPD" multiplicity=3 homo_energy_ha="-0.205 / -0.382" e_lumo_ev="0.81 / -3.84" e_tot_ha=-3022.37059 largest_force_ha_per_bohr=0.032 gap_ev="6.38 / 6.55"
C 1.680951 1.008967 -0.139738 0.205 0.059 1.251 -1.060
C -1.694829 0.018046 -1.211742 0.466 0.675 0.065 -1.022
C -0.443599 -2.770129 -0.111311 -0.936 0.090 0.298 -0.745
C 1.072776 -0.127759 0.769583 0.813 0.309 -0.648 0.351
Si -0.386670 -0.863876 -0.204974 0.473 -1.478 0.521 -0.004
Br 3.264572 -2.852761 0.734371 0.457 -0.389 -0.038 -0.107
H 1.834032 1.788268 0.573502 -0.151 1.262 0.184 0.350
H 2.713786 0.842068 -0.423261 -0.015 -0.606 -0.684 0.289
H 1.072964 1.399549 -0.959839 0.132 -0.312 0.077 0.266
H -1.714711 1.080435 -0.985788 -0.357 0.165 0.633 0.352
H -1.430311 0.091241 -2.253860 0.123 -0.588 -0.622 0.379
H -2.682769 -0.423695 -1.126666 -0.082 0.049 0.139 0.335
H -0.813548 -3.312716 -0.981177 0.398 0.325 -0.462 0.332
H 0.524593 -3.120186 0.175383 0.901 -0.157 -0.353 0.027
H -1.039322 -3.248988 0.661615 -0.548 0.485 0.528 0.363
H 1.007533 0.314734 1.794675 -0.652 -0.553 -0.731 0.360
H 1.870492 -0.913119 0.865643 -1.226 0.664 -0.156 -0.464



[2]
23
Properties=species:S:1:pos:R:3:forces:R:3:mulliken_charge:R:1 method="wB97M-V/def2-TZVPD" multiplicity=2 homo_energy_ha="0.020 / 0.013" e_lumo_ev="5.26 / 5.25" e_tot_ha=-2397.21218 charge=-2 largest_force_ha_per_bohr=0.072 gap_ev="4.71 / 4.89"
Ti 1.361546 -0.740807 0.990423 -3.064 1.257 -1.680 0.421
Cl 2.149167 -2.695626 0.378803 0.804 -2.173 -0.615 -0.620
C 2.070385 0.603087 -0.405262 0.352 0.702 -0.872 -0.536
H 2.318808 1.552111 0.096784 0.002 0.002 -0.107 0.230
H 1.368574 0.809495 -1.223506 0.394 -0.043 0.202 -0.134
H 3.005843 0.181433 -0.807504 0.044 0.112 -0.096 0.281
Cd -1.581056 0.181431 -1.311445 0.717 -0.204 0.865 0.132
C -3.285466 -1.124230 -1.717058 -0.342 -0.131 -0.301 -1.095
C -0.613152 1.552341 -2.709958 -0.258 0.177 -0.541 -1.228
C -0.718078 -0.049792 0.746821 0.691 -0.102 0.199 -0.935
H -0.828998 2.571056 -2.362054 0.158 0.026 -0.187 0.210
H 0.466735 1.406619 -2.802107 -0.182 0.119 -0.043 0.257
H -1.096174 1.383408 -3.682069 0.164 0.288 -0.109 0.252
H -4.147235 -0.734898 -1.159539 -0.058 -0.181 -0.104 0.232
H -3.498860 -1.117861 -2.792975 -0.247 -0.185 0.067 0.232
H -3.055700 -2.142980 -1.380679 -0.134 0.095 -0.048 0.191
H -0.704066 0.971692 1.194169 0.015 -0.123 -0.114 0.281
H -1.441833 -0.642837 1.338680 0.222 0.089 0.087 0.392
O 2.508120 0.041192 2.352433 -0.574 0.115 3.142 -0.665
Cl 1.628026 -0.389858 3.629885 -0.031 -0.365 -3.469 1.760
O 2.456843 -1.103611 4.533245 -0.036 0.133 0.801 -0.598
O 1.004085 0.781600 4.145845 0.261 -0.436 0.607 -0.555
O 0.632486 -1.292966 2.947068 1.102 0.827 2.314 -0.506



[3]
22
Properties=species:S:1:pos:R:3:forces:R:3:mulliken_charge:R:1 method="wB97M-V/def2-TZVPD" multiplicity=1 homo_energy_ha="-0.613 / -0.634" e_lumo_ev="-11.91 / -10.40" e_tot_ha=-2466.59386 charge=+2 largest_force_ha_per_bohr=0.088 gap_ev="4.76 / 6.85"
I 1.273306 -1.520786 -2.669011 0.178 -0.623 -1.610 0.179
I -1.279526 -1.156658 -5.861692 0.355 -0.108 0.389 0.392
Sc 0.048182 -0.478888 -0.554663 0.157 -1.621 2.966 0.010
P 1.268861 1.802517 -0.399007 1.487 2.780 0.155 1.119
C 1.925347 2.293720 -2.048861 -0.160 -0.688 -0.122 -1.068
C 0.405991 3.356677 0.074190 -0.784 -0.342 0.099 -1.140
H 2.551805 1.766075 1.710307 0.132 0.149 -0.241 0.412
H 2.881604 3.221219 0.736195 -0.003 -0.491 -0.094 0.429
H 3.670369 1.681430 0.301577 -0.245 0.008 0.107 0.403
C 2.746034 2.130033 0.690247 0.019 -0.762 0.131 -1.272
H -0.171085 3.166115 0.995919 0.141 0.339 -0.389 0.392
H 1.166559 4.131460 0.265655 -0.434 -0.339 -0.185 0.376
H 2.474752 3.243313 -1.943615 -0.227 -0.387 -0.126 0.372
H 1.065880 2.409741 -2.734135 0.488 0.097 0.159 0.386
H -0.262236 3.680636 -0.737567 0.074 -0.051 0.394 0.389
H 2.578944 1.486803 -2.434765 -0.215 0.622 0.096 0.337
C -1.205941 0.555765 -2.020761 -2.282 2.168 -3.244 0.476
O -1.816518 1.059931 -2.838123 1.351 -1.218 2.123 -0.055
Cl -1.988976 -0.997264 0.326073 0.566 0.150 -0.243 -0.295
O 1.877370 -1.275847 0.739733 0.733 0.190 0.110 -0.472
H 2.651452 -0.660198 0.851170 -0.912 -0.946 0.008 0.324
H 2.139868 -2.144110 1.150900 -0.419 1.073 -0.483 0.305



What are the molar mass values for these records? In order: 167.12, 354.31, 456.32 g mol⁻¹.